DFT (wB97M-V/def2-TZVPD) results for C20H17CsN4O3Se as an isolated structure.

The geometry in XYZ format:
```
46
Properties=species:S:1:pos:R:3:forces:R:3
Cs 1.218337 2.033854 0.934921 -0.8 0.1 -0.3
O 2.896707 -0.217388 1.655255 0.1 0.0 0.0
C 3.729507 -0.994556 0.819474 0.0 -0.1 0.0
C 3.140020 -1.224728 -0.553017 0.0 0.0 0.0
C 3.356670 -2.432219 -1.213454 0.0 0.0 0.0
C 2.866507 -2.599314 -2.495442 0.0 0.0 0.0
C 2.166876 -1.557049 -3.085765 0.0 0.0 0.0
C 1.991391 -0.396220 -2.353369 0.1 0.0 0.0
N 2.459207 -0.226632 -1.116496 -0.1 0.1 0.1
H 3.319925 0.658396 1.740981 0.3 -0.2 0.1
H 3.907163 -1.962548 1.295029 0.0 0.0 0.0
H 4.702037 -0.507470 0.688259 0.0 0.0 0.0
H 3.909223 -3.221769 -0.720247 0.0 0.0 0.0
H 3.027973 -3.528098 -3.027646 0.0 0.0 0.0
H 1.767701 -1.639827 -4.087027 0.0 0.0 0.0
H 1.448511 0.443246 -2.775787 0.0 0.0 0.0
O -0.988185 -5.575071 0.394262 0.0 -0.1 -0.1
C -2.118999 -4.841573 0.460650 0.0 0.0 0.3
O -3.181946 -5.384990 0.559733 0.0 0.0 -0.1
C -1.962444 -3.352627 0.462697 0.0 0.1 -0.1
C -2.998059 -2.598078 1.006855 0.0 -0.1 0.0
C -2.922901 -1.219754 1.036169 0.0 0.2 0.0
C -1.813917 -0.561468 0.498631 -0.1 -0.4 0.0
C -0.771443 -1.318738 -0.028977 0.1 0.1 0.0
C -0.849472 -2.698349 -0.056800 0.0 -0.1 0.0
N -1.668278 0.837549 0.505170 -0.1 0.2 0.0
C -2.672959 1.574625 0.280443 -0.1 -0.3 0.0
C -2.622020 3.046812 0.319551 0.0 0.3 0.0
C -3.814241 3.756291 0.225038 0.0 -0.2 0.0
C -3.785622 5.139823 0.285351 0.0 0.1 0.0
C -2.563121 5.769476 0.430814 -0.1 0.0 0.0
C -1.422518 4.979148 0.509537 0.0 0.0 0.0
N -1.437259 3.654681 0.459494 -0.1 0.0 0.0
H -0.206696 -5.014457 0.446643 0.0 0.1 0.0
H -3.854714 -3.119874 1.411547 0.0 0.0 0.0
H -3.713406 -0.645109 1.503037 0.0 0.0 0.0
H 0.102040 -0.820545 -0.428559 0.0 0.0 0.0
H -0.035524 -3.249739 -0.514960 0.0 0.0 0.0
H -3.653821 1.146572 0.044510 0.0 0.0 0.0
H -4.749279 3.223264 0.109248 0.0 0.0 0.0
H -4.700801 5.712665 0.219181 0.0 0.0 0.0
H -2.487452 6.846354 0.480536 0.0 0.0 0.0
H -0.448113 5.443943 0.619950 0.0 0.0 0.0
Se 6.601650 1.855297 0.561747 0.6 -0.1 -0.2
C 4.966408 2.276951 1.080412 -0.7 0.1 0.2
N 3.865359 2.509259 1.412416 0.8 0.1 0.2
```
Forces are in eV/Å.

Calculated values
- M (g/mol) = 573.25
- HOMO level (eV) = -6.91
- gap between HOMO and LUMO (eV) = 5.679

DFT (wB97M-V/def2-TZVPD) results for one molecule with the formula C4H7NO.

The geometry in XYZ format:
```
13
Properties=species:S:1:pos:R:3:forces:R:3
C 0.605425 0.704748 1.025353 0.1 -0.1 0.1
O -0.012916 1.479744 0.036527 0.0 0.1 0.0
C -0.957372 0.653334 -0.600910 -0.1 -0.1 -0.1
C -0.352744 -0.748384 -0.752915 -0.3 -0.1 -0.1
N 1.355924 -0.804499 -0.819632 0.0 0.1 0.3
C 0.905887 -0.678122 0.404295 0.2 0.0 0.0
H -0.030551 0.597483 1.920847 0.0 -0.1 -0.1
H 1.537868 1.201316 1.314728 -0.1 -0.1 0.0
H -1.881336 0.579043 -0.004687 0.1 0.1 -0.1
H -1.188483 1.103960 -1.567433 0.0 -0.1 0.1
H -0.931544 -1.561786 -0.293388 0.2 0.1 0.1
H -0.204023 -1.053667 -1.788217 -0.1 0.0 0.0
H 0.927310 -1.512304 1.143720 -0.1 0.1 -0.1
```
Forces are in eV/Å.

Calculated values
- M (g/mol) = 85.11
- ΔE to the lowest compared entry with this formula, charge and spin (kJ/mol) = 469.9
- HOMO level (eV) = -8.06
- gap between HOMO and LUMO (eV) = 9.051

DFT (wB97M-V/def2-TZVPD) results for a 2-piece molecular cluster, C38H50F3N3OS overall at a distorted geometry.

The geometry in XYZ format:
```
96
Properties=species:S:1:pos:R:3:forces:R:3
C -4.232976 0.926467 -0.460911 -0.2 0.2 0.1
C -2.939570 0.380398 -1.028150 0.3 -0.5 0.5
C -2.880609 0.529061 -2.552358 0.1 -0.1 0.1
C -2.762858 -1.071710 -0.562028 0.7 0.2 -0.2
C -3.591182 -2.069752 -1.097138 -0.2 1.4 0.2
C -3.346650 -3.388918 -0.849077 0.1 -1.3 0.4
C -2.228475 -3.787225 -0.117963 0.1 1.2 0.4
C -1.376450 -2.824343 0.441265 0.1 -0.5 0.2
C -0.139103 -3.252209 1.238086 -0.1 0.4 -0.5
C 0.456170 -4.594925 0.811796 -0.1 0.0 -0.1
C -0.514000 -3.253174 2.707231 -0.1 0.0 0.3
C -1.704947 -1.463495 0.301501 -0.4 -1.1 -1.9
N -0.748702 -0.501712 0.734618 2.2 2.5 0.7
N 0.474018 -0.412669 0.132110 -1.2 0.9 -0.3
N 1.049138 0.689647 0.622337 -1.6 -1.7 0.1
C 2.274999 1.278459 0.046626 0.9 0.6 0.5
C 2.201504 2.508152 -0.643832 -0.6 -0.1 0.0
C 0.861627 3.104730 -1.024578 -0.2 -0.1 0.0
C 0.652621 3.106469 -2.543572 -0.1 -0.2 -0.1
C 0.625821 4.514497 -0.475519 -0.1 0.1 0.1
C 3.373750 3.177188 -0.999531 0.3 0.1 -0.2
C 4.626183 2.656615 -0.683764 -0.4 -0.6 0.6
C 4.700326 1.453680 0.042544 -0.1 0.6 -0.6
C 3.537510 0.769069 0.408761 -0.1 -0.2 0.3
C 3.618668 -0.487269 1.246367 -0.2 -0.2 -0.1
C 4.163014 -0.223505 2.651496 0.0 0.0 0.1
C 4.375500 -1.614537 0.534616 -0.2 -0.1 -0.1
C 0.283466 1.203771 1.646971 1.4 0.7 -0.8
C 0.874162 2.306642 2.419813 -0.2 1.1 1.0
C -0.927630 0.548650 1.672894 0.4 -1.8 0.1
C -2.240180 0.835305 2.261665 -0.8 0.4 -1.6
H -4.193957 0.917400 0.628369 -0.3 0.1 -0.2
H -4.373005 1.955424 -0.798933 -0.2 0.0 0.1
H -5.087149 0.319561 -0.775710 0.0 0.1 0.0
H -2.104703 0.949249 -0.599157 -0.2 0.1 -0.1
H -1.919757 0.177181 -2.942406 -0.1 0.0 0.0
H -3.683655 -0.039408 -3.034965 0.1 0.1 0.0
H -2.991024 1.585114 -2.825695 0.0 -0.2 0.1
H -4.453662 -1.744782 -1.690673 0.4 -0.3 0.1
H -4.027481 -4.160358 -1.203089 0.1 0.2 -0.1
H -2.018938 -4.819112 0.094788 -0.1 -0.3 -0.2
H 0.632438 -2.483046 1.063126 -0.2 -0.4 0.2
H 0.671409 -4.625718 -0.262432 -0.1 0.0 0.2
H 1.397478 -4.759359 1.344079 -0.1 0.0 0.0
H -0.220063 -5.423475 1.059193 0.2 0.1 -0.1
H -0.920142 -2.282613 3.004044 0.0 -0.1 0.1
H -1.283996 -4.008115 2.901211 0.1 0.1 0.0
H 0.362329 -3.470436 3.316146 0.0 0.0 0.2
H 0.120869 2.434252 -0.581083 -0.3 0.2 -0.2
H 0.745625 2.090595 -2.947321 0.0 0.2 0.0
H -0.356689 3.478300 -2.777466 0.3 -0.1 0.0
H 1.385205 3.751998 -3.045104 -0.1 -0.1 0.1
H 0.675524 4.543401 0.619196 0.0 0.2 -0.3
H 1.359059 5.229686 -0.869946 -0.2 -0.1 0.1
H -0.382070 4.844351 -0.773466 0.4 0.0 0.1
H 3.323457 4.138498 -1.537742 -0.1 -0.6 0.3
H 5.533942 3.189615 -0.954845 -0.2 -0.1 0.0
H 5.689846 1.072966 0.321700 -0.5 0.0 0.0
H 2.576638 -0.809331 1.335237 0.3 -0.3 0.3
H 3.556894 0.537596 3.160943 0.2 -0.2 0.0
H 4.118847 -1.150931 3.241454 0.1 0.3 -0.1
H 5.204153 0.127155 2.625473 -0.2 -0.1 0.0
H 3.880236 -1.848278 -0.416579 0.2 0.0 0.1
H 5.418288 -1.347122 0.327074 -0.2 0.0 0.1
H 4.362550 -2.520478 1.157152 0.1 0.2 -0.2
H 0.232887 2.483281 3.294084 0.2 0.2 -0.2
H 1.902664 2.128326 2.792290 -0.6 -0.3 -0.3
H 0.944799 3.238939 1.836052 -0.2 -0.4 0.3
H -2.328985 1.946232 2.184807 -0.5 -0.9 -1.6
H -3.008721 0.082477 1.934739 1.3 1.3 -1.4
C -3.421054 0.864065 8.253340 -0.2 -0.3 0.2
C -3.736620 0.205494 6.917513 -1.3 -1.3 0.5
C -2.502431 -0.573955 6.469041 0.0 -0.1 0.2
C -4.912766 -0.825683 7.072708 0.5 0.0 0.3
C -6.091124 -0.647617 6.349683 -0.6 -1.1 0.3
C -7.155832 -1.568739 6.462416 1.2 0.0 0.5
C -7.008296 -2.683877 7.300939 -0.9 -0.2 -0.1
C -5.824376 -2.869166 8.012656 -0.1 -0.2 0.1
C -4.788299 -1.937838 7.888850 -0.5 -0.8 0.3
O -4.147356 1.114898 6.062088 -0.2 2.1 -2.3
S -3.263695 0.958705 3.803511 1.1 -1.3 3.8
C -4.083388 2.527531 3.603285 -0.7 2.9 0.6
F -3.836252 3.294183 4.707950 -0.3 -0.4 -1.6
F -3.848168 3.393185 2.489355 0.7 -1.6 1.2
F -5.397062 2.325881 3.521358 0.0 -0.1 0.3
H -3.068125 0.125336 8.951391 0.2 -0.3 0.6
H -2.652279 1.603655 8.102729 0.4 0.3 -0.1
H -4.291576 1.350739 8.673082 -0.3 0.1 0.0
H -2.177302 -1.266071 7.253267 0.2 0.0 -0.2
H -2.764213 -1.127928 5.570432 0.2 -0.2 -0.2
H -1.740082 0.172180 6.261633 0.4 -0.1 -0.1
H -6.145023 0.174236 5.665627 0.0 0.4 -0.1
H -8.063240 -1.419556 5.897329 -0.1 0.0 -0.1
H -7.851265 -3.411351 7.408179 0.9 0.7 -0.1
H -5.717990 -3.762143 8.654498 0.0 0.6 -0.4
H -3.865790 -2.139179 8.423609 0.0 0.2 0.0
```
Forces are in eV/Å.

Calculated values
- M (g/mol) = 653.90
- ΔE to the lowest compared entry with this formula, charge and spin (kJ/mol) = 0.0
- HOMO level (eV) = -5.92
- gap between HOMO and LUMO (eV) = 4.943

DFT (wB97M-V/def2-TZVPD) results for one molecule with the formula C5H5NO at a distorted geometry.

The geometry in XYZ format:
```
12
Properties=species:S:1:pos:R:3:forces:R:3
C -0.456116 -3.035757 0.249734 0.3 -5.4 0.6
C -0.366994 -1.803325 0.028122 1.1 6.1 0.6
C -0.234611 -0.440877 -0.177605 0.3 -2.3 1.0
N 0.429188 0.499983 0.617425 0.7 1.5 1.5
C 0.613952 1.827759 0.632469 -1.0 -4.8 -0.7
C 0.246266 2.608270 -0.537837 0.2 -0.2 0.1
O 0.604731 3.725732 -0.787219 -0.1 0.3 -0.1
H -1.146743 -3.596235 1.023778 1.2 1.5 -1.8
H 0.294198 -3.740210 -0.326752 -1.5 1.4 1.3
H -0.738822 -0.200985 -1.046397 -1.2 1.1 -1.8
H 1.084068 2.205934 1.511511 0.4 0.4 0.4
H -0.329116 1.949711 -1.187229 -0.5 0.3 -0.9
```
Forces are in eV/Å.

Calculated values
- M (g/mol) = 95.10
- ΔE to the lowest compared entry with this formula, charge and spin (kJ/mol) = 406.1
- SMILES = C=C=C/N=C\C=O
- HOMO level (eV) = -9.28
- gap between HOMO and LUMO (eV) = 8.340